54
Properties=species:S:1:pos:R:3:nbo_charge:R:1 method="wB97M-V/def2-TZVPD" gap_ev="6.12 / 5.15" multiplicity=5 s_squared=6.051 total_charge=0 relative_energy_kcal_mol=4.3 e_homo_ev="-7.3 / -9.1"
Pt -1.136 1.502 2.458 0.78
S -1.945 0.747 4.585 0.03
S -0.456 2.246 0.423 0.24
S -1.023 -4.034 -3.618 1.23
S -1.967 -2.022 5.792 0.55
S -0.658 -4.677 6.080 0.06
S -0.849 -0.716 1.848 -0.05
S -0.573 -3.233 3.602 0.50
F -3.362 1.030 0.824 -0.29
F -4.980 2.627 -3.288 -0.28
F -2.450 3.206 -4.101 -0.26
F -5.573 1.523 -0.963 -0.28
F -0.407 2.944 -2.199 -0.28
O -1.490 -4.445 -4.980 -0.97
O 3.083 6.225 -0.454 -0.39
O 5.048 5.681 0.391 -0.36
O -1.120 5.251 1.833 -0.59
O -1.060 3.438 3.253 -0.75
N 3.828 5.778 0.463 0.50
C -2.691 3.036 -2.794 0.27
C 0.196 -5.332 -3.193 -0.23
C -1.758 -0.982 4.415 -0.43
C 3.226 5.204 1.582 0.01
C -1.946 2.285 -0.560 -0.27
C -1.698 2.793 -1.876 0.36
C 1.767 5.301 1.690 -0.11
C -3.973 2.690 -2.351 0.34
C -1.143 -1.533 3.305 -0.33
C 1.005 4.476 2.557 -0.20
C -0.542 4.416 2.502 0.77
C 0.820 -7.509 -3.329 -0.18
C -0.010 -2.462 -3.780 -0.82
C -1.234 -3.422 5.196 -0.61
C 3.151 3.858 3.502 -0.23
C 1.190 -5.086 -2.240 -0.24
C -3.250 1.839 -0.240 0.36
C 1.728 3.764 3.526 -0.14
C 1.868 -7.388 -2.456 -0.23
C 2.117 -6.158 -1.942 -0.20
C 3.919 4.509 2.596 -0.16
C -4.293 2.021 -1.167 0.27
C 0.131 -6.490 -3.888 -0.23
H 1.211 5.897 0.902 0.27
H 1.313 3.085 4.314 0.24
H 3.054 -5.957 -1.338 0.22
H -0.279 -2.032 -4.779 0.26
H 4.991 4.543 2.547 0.25
H -0.369 -1.809 -2.970 0.22
H 2.439 -8.315 -2.217 0.23
H 1.319 -4.059 -1.792 0.22
H 3.682 3.309 4.331 0.22
H 0.497 -8.537 -3.563 0.21
H 1.067 -2.585 -3.610 0.24
H -0.416 -6.444 -4.829 0.27